Entry 1:
C6H36N2O11 | the ωB97M-V functional and the def2-TZVPD basis

Last column: Mulliken charge in e.
Atoms and positions in Å:
C  1.15534  -0.45791  3.66237  -1.9856
C  0.55320  -0.54572  2.26393  1.0714
C  1.05035  -1.51826  1.49468  -0.5348
N  0.70009  -1.68949  0.13732  0.2230
C  -0.69839  0.26552  2.12958  -1.1200
C  -0.57704  1.38046  1.07622  0.9621
C  0.60829  2.31901  1.38901  -1.0402
N  1.49628  2.63801  0.28212  -0.4256
H  0.49612  -1.00794  4.34827  0.3756
H  1.19589  0.55187  4.05480  0.3965
H  2.12299  -0.93280  3.82764  0.4087
H  1.92103  -2.06999  1.81737  0.3537
H  0.00338  -1.09383  -0.27926  -0.4468
H  0.54202  -2.63757  -0.18525  0.1808
H  -1.65546  -0.25449  1.99957  0.2523
H  -0.83621  0.69082  3.12627  0.4773
H  -0.50985  1.00506  0.05890  -0.3098
H  -1.47249  2.00282  1.12142  0.5714
H  0.18335  3.24007  1.79021  0.4226
H  1.25531  1.95384  2.18352  0.2467
H  1.05758  3.18908  -0.43879  0.2087
H  1.94312  1.81908  -0.09759  0.0493
O  -4.24889  0.82035  1.96319  -0.5406
H  -4.32217  0.99125  2.90651  0.2577
H  -5.17736  0.63797  1.76115  0.2880
O  -2.22755  -3.92262  1.56186  -0.6377
H  -1.34547  -4.01050  1.21329  0.2869
H  -2.61832  -3.39557  0.85052  0.3392
O  0.72827  0.91371  -3.31567  -0.5833
H  0.50453  -0.02881  -3.28532  0.3954
H  1.53701  0.97183  -3.85356  0.2553
O  -0.97499  -0.99779  -2.59292  -0.8011
H  -1.24404  -0.09232  -2.40003  0.3805
H  -1.33324  -1.47755  -1.83260  0.3568
O  -1.40256  2.48849  -2.12114  -0.5620
H  -1.29438  3.44238  -2.01622  0.2539
H  -0.90633  2.35897  -2.94408  0.2470
O  -0.38478  -3.97941  -1.39364  -0.5957
H  -1.02572  -4.65725  -1.17545  0.2767
H  -0.35008  -3.97527  -2.35630  0.2747
O  -3.50026  0.88207  -0.68047  -0.5921
H  -4.18112  1.46574  -0.34525  0.2713
H  -2.81310  1.39040  -1.12554  0.2422
O  3.37077  0.26303  -3.79829  -0.6474
H  3.49252  0.25522  -2.84631  0.3618
H  3.74915  -0.37819  -4.38758  0.2739
O  5.17384  2.31896  0.11034  -0.6601
H  5.03656  1.71741  -0.62756  0.3055
H  4.29119  2.62899  0.34252  0.3290
O  -2.27562  -1.54492  -0.49195  -0.6799
H  -1.89939  -1.23847  0.34143  0.1978
H  -3.01793  -0.93517  -0.63967  0.3733
O  3.05056  -0.41966  -1.10028  -0.6415
H  2.89186  -1.25696  -0.63367  0.3141
H  2.18209  -0.08393  -0.84965  0.3228

Output
- gap between HOMO and LUMO (eV) = 8.14
- SMILES string = C/C(=C/N)CCCN.O.O.O.O.O.O.O.O.O.O.O
- energy above the lowest of the compared OMol25 structures with the same formula, charge and spin (kcal/mol) = 43.1
- LUMO energy (eV) = 0.09
- calculated total energy (Ha) = -1187.32576
- HOMO energy (eV) = -8.058


Entry 2:
C6H36NO12 | the ωB97M-V functional and the def2-TZVPD basis

Last column: Mulliken charge in e.
Atoms and positions in Å:
C  0.35769  -0.93140  0.86050  -0.4000
O  -0.25773  -0.42326  2.05549  -0.6990
C  0.65288  0.33935  0.05121  0.3047
C  1.43036  0.40899  -1.23933  -0.3127
C  0.96905  -0.74092  -2.11274  -0.6847
C  0.40285  -0.56539  -3.28561  -0.1041
C  -0.22679  -1.66261  -4.16201  -1.2968
N  1.63486  1.09860  1.07678  -0.1681
H  -0.24540  -1.79630  0.54753  0.3365
H  1.19746  -1.43301  1.32386  -0.1842
H  -1.11947  0.01054  1.97872  0.3574
H  -0.33607  0.78828  0.16442  0.5488
H  1.36315  1.35877  -1.79543  0.1778
H  2.49456  0.25635  -0.96705  0.4526
H  1.28122  -1.70398  -1.71153  0.3906
H  0.32359  0.40675  -3.71302  0.3447
H  -0.81580  -1.03519  -4.85928  0.3316
H  0.52021  -2.30163  -4.64967  0.3298
H  -0.90718  -2.41886  -3.78492  0.3083
H  1.72671  2.09859  0.83317  0.3701
H  2.59232  0.68026  0.96918  0.3573
H  1.15333  1.03409  1.98641  0.4742
H  1.42333  -3.87297  1.33182  0.3115
H  2.00227  -3.81020  2.72781  0.2882
O  1.96067  -3.29543  1.91130  -0.5533
H  -0.62695  3.87667  -1.05736  0.2802
H  -0.30450  3.02455  -2.33890  0.2569
O  0.06777  3.56967  -1.64017  -0.5935
H  -0.96190  -0.30256  4.09305  0.2929
H  -2.15142  -1.12152  4.41651  0.2975
O  -1.91422  -0.31285  3.93909  -0.6189
H  -3.74660  -1.34281  2.34020  0.2343
H  -3.96611  -0.45185  1.25275  0.2464
O  -3.24545  -0.64099  1.88007  -0.5745
H  3.32601  -1.24922  1.75485  0.2874
H  4.00088  -1.54021  0.40659  0.2310
O  3.20161  -1.17550  0.80190  -0.5900
H  0.60961  -4.65695  -0.85209  0.3118
H  -0.47587  -4.73813  0.32037  0.3123
O  0.44458  -4.84082  0.07836  -0.6927
H  -3.31770  -1.15178  -1.42475  0.2759
H  -3.62010  -2.25683  -0.24416  0.2663
O  -3.05027  -1.57623  -0.59499  -0.5060
H  -3.02777  1.24898  1.08148  0.3108
H  -2.87573  2.82077  1.22972  0.3082
O  -3.11866  2.09904  0.64653  -0.5519
H  1.65673  4.34999  -0.84104  0.3563
H  2.80879  3.85981  -1.48239  0.2726
O  2.56008  4.06678  -0.56902  -0.5986
H  2.16962  3.92631  2.05618  0.2947
H  0.73557  4.31391  2.14184  0.2903
O  1.28448  3.52440  2.06551  -0.6216
H  -2.80106  1.70183  -1.66225  0.2436
H  -1.36834  0.89892  -1.45644  0.2166
O  -1.87116  1.58719  -1.87902  -0.5196

Output
- net charge = +1
- gap between HOMO and LUMO (eV) = 9.80
- energy above the lowest of the compared OMol25 structures with the same formula, charge and spin (kcal/mol) = 53.4
- LUMO energy (eV) = -2.37
- calculated total energy (Ha) = -1207.52781
- HOMO energy (eV) = -12.178


Entry 3:
C6H36O11 | the ωB97M-V functional and the def2-TZVPD basis

Last column: Mulliken charge in e.
Atoms and positions in Å:
C  -0.17564  -4.04559  0.89154  -1.3001
C  -0.25723  -2.57917  1.43735  0.4737
C  -1.72351  -2.05252  1.59374  -1.2805
C  -2.10640  -1.11264  0.43524  0.3451
C  -3.15411  -1.56348  -0.63741  -0.8497
C  -2.93105  -2.97756  -1.17167  -0.7906
H  0.58935  -3.99857  0.11653  0.2799
H  0.36362  -4.76853  1.51530  0.3741
H  -1.14016  -4.45766  0.63603  0.3056
H  0.33508  -2.52337  2.34696  0.5038
H  0.12135  -1.99835  0.59952  -0.3653
H  -2.33121  -2.95126  1.69710  0.5945
H  -1.88466  -1.39165  2.44438  0.3730
H  -1.22736  -0.76041  -0.11380  0.2346
H  -2.57518  -0.19737  0.79746  -0.0975
H  -4.06058  -1.60933  -0.02159  0.3879
H  -3.22884  -0.80324  -1.41039  0.3233
H  -2.60365  -3.68050  -0.42216  0.0916
H  -2.19181  -2.89105  -1.98010  0.1486
H  -3.79446  -3.43605  -1.65232  0.3658
O  -3.23391  2.79319  0.18160  -0.6626
H  -3.22544  3.74911  0.32092  0.3086
H  -4.13309  2.60620  0.47950  0.3299
O  2.34971  0.20233  -4.11083  -0.5837
H  1.80634  -0.26350  -3.46310  0.2531
H  2.84987  -0.55301  -4.41880  0.3020
O  -2.85223  2.96787  2.81693  -0.6575
H  -2.71521  2.49342  1.97791  0.3712
H  -1.93910  3.15907  3.02434  0.3018
O  -0.84936  1.08253  2.81750  -0.5640
H  -1.00793  0.14026  2.82610  0.2592
H  0.07819  1.25160  3.02688  0.2999
O  -1.85587  1.59684  -2.59539  -0.6516
H  -2.50707  2.24709  -2.88280  0.3002
H  -2.01881  1.67068  -1.64321  0.2862
O  2.70160  2.75977  -1.70783  -0.6635
H  1.78928  3.04531  -1.60978  0.3008
H  2.61794  1.99117  -2.27586  0.3042
O  4.43488  -1.21004  1.22341  -0.5924
H  4.52799  -0.57003  1.92881  0.3020
H  3.49266  -1.28807  1.06850  0.2831
O  -0.22732  -0.56012  -2.79956  -0.5068
H  -0.51126  -1.44107  -2.54375  0.2647
H  -1.02439  -0.07128  -3.00471  0.2732
O  2.63134  -0.10448  -1.43225  -0.6507
H  3.37337  -0.67827  -1.18534  0.2934
H  1.95225  -0.76714  -1.22873  0.3149
O  2.03280  1.15694  2.98697  -0.6705
H  2.18405  1.68174  2.18700  0.3487
H  2.76226  1.35876  3.57548  0.2792
O  3.66323  1.44896  0.63991  -0.6030
H  2.95558  1.06434  0.09604  0.4416
H  3.96302  2.19085  0.10329  0.2703

Output
- gap between HOMO and LUMO (eV) = 10.64
- SMILES string = CCCCCC.O.O.O.O.O.O.O.O.O.O.O
- energy above the lowest of the compared OMol25 structures with the same formula, charge and spin (kcal/mol) = 0.0
- LUMO energy (eV) = 0.11
- calculated total energy (Ha) = -1077.78621
- HOMO energy (eV) = -10.531